1.
A structure of composition C24H58InN9O24P in a non-equilibrium geometry, computed with ωB97M-V/def2-TZVPD.

## Properties
Multiplicity ... 1
Net charge ... -1
Kohn-Sham gap ... 4.4 eV
Energy ... -102816.961 eV

Last column: Löwdin charge in e.
CARTESIAN COORDINATES (ANGSTROEM)
1 In 4.9727 0.0708 -1.2039  0.8065
2 P 1.0097 -0.0085 -0.7105  0.4887
3 O -3.3339 -3.0931 4.1905  0.0550
4 O 0.5513 9.6160 -2.1562  0.0541
5 O -8.1867 1.1053 2.0030  0.0751
6 O 0.6164 -1.4499 -0.1257  -0.2036
7 O 1.3499 10.7068 -3.8334  0.0550
8 O -4.8280 1.7628 -0.4821  0.0462
9 O 4.7014 0.4363 -4.5958  -0.1855
10 O 1.3974 -0.0561 -2.1357  -0.2575
11 O -6.9173 -4.6441 6.6145  0.0701
12 O -7.2329 -0.7949 2.3529  0.0417
13 O -0.3042 0.8777 -0.4512  -0.2032
14 O 6.3570 9.2149 -4.8115  0.0450
15 O 7.3846 7.9331 -3.4196  0.0630
16 O -4.3533 -3.0592 0.4642  0.0488
17 O 10.2649 -2.0986 0.5986  0.0558
18 O -6.7694 2.6673 -0.7473  0.0702
19 O -4.3955 -4.8986 3.6880  0.0582
20 O -2.9315 -3.4262 -1.1194  0.0625
21 O 2.8533 5.7380 -3.6177  0.0195
22 O 9.8098 -2.7496 -1.4081  0.0508
23 O 4.1243 4.2218 -2.6326  -0.0117
24 O -7.8875 -4.9485 4.7169  0.0585
25 O -11.0916 -6.3202 9.5673  0.0708
26 O -8.9616 -6.6460 9.5574  0.0433
27 N -9.9528 -5.9947 9.8245  -0.4437
28 N 6.3973 8.2796 -4.0343  -0.4514
29 N 0.9637 9.6878 -3.2965  -0.4557
30 N 10.2574 -1.9572 -0.6052  -0.4553
31 N -7.7299 -5.1915 5.8955  -0.4295
32 N -4.3513 -3.7123 3.9478  -0.4425
33 N -6.0108 1.7225 -0.7619  -0.4406
34 N -3.2966 -3.4918 0.0351  -0.4428
35 N -7.2925 0.4185 2.4450  -0.4413
36 C 2.9953 4.8507 -2.8124  -0.3822
37 C -1.4711 0.5395 -1.2112  -0.2636
38 C 5.1268 -0.8733 -4.2197  -0.3164
39 C -9.7598 -4.6893 10.5151  0.0520
40 C 6.9414 -0.6240 -0.3898  -0.2466
41 C 7.0003 -1.8788 0.1103  -0.1700
42 C -2.3705 -4.1445 0.9985  0.0615
43 C 5.2912 2.1612 -1.9177  -0.2353
44 C 2.2404 -3.1720 -0.8024  -0.0657
45 C 2.1760 0.7505 0.3853  -0.3250
46 C -6.1627 1.0979 3.1405  0.0577
47 C 4.5956 -1.3276 -2.8678  -0.2479
48 C 3.7801 0.5250 -5.6566  -0.2827
49 C 10.8670 -0.7066 -1.1355  0.0377
50 C 5.1336 7.5142 -3.8348  0.0321
51 C 0.8359 -2.6201 -0.9408  -0.2606
52 C -5.6227 -2.9428 3.9595  0.0307
53 C 3.5207 0.0059 0.5076  -0.2914
54 C -8.6028 -6.2348 6.4979  0.0537
55 C 0.9934 8.4252 -4.0832  0.0439
56 C -2.4990 -0.1718 -0.3578  -0.0869
57 C -6.5469 0.3891 -1.1667  0.0534
58 C 4.0584 2.9869 -1.7848  -0.2620
59 C 2.3414 0.7368 -5.1796  -0.0711
60 H -2.9449 0.4869 0.3841  0.0589
61 H 1.7864 -0.1940 -5.0663  0.0674
62 H -8.4317 -7.1567 5.9505  0.1072
63 H 2.2901 1.7869 0.0586  0.0700
64 H -3.3128 -0.5029 -1.0102  0.0670
65 H -7.6019 0.4992 -1.3846  0.0954
66 H -10.3009 -4.7399 11.4549  0.1006
67 H -2.2245 -5.1664 0.6611  0.1088
68 H 3.5396 -1.6020 -2.9565  0.0186
69 H 4.0755 1.3955 -6.2544  0.1076
70 H -6.3767 -0.3026 -0.3480  0.0867
71 H 5.6600 2.1471 -2.9433  0.0390
72 H -2.0821 -1.0662 0.1060  0.0568
73 H -9.6301 -5.9049 6.3694  0.1050
74 H 2.1596 4.5183 -2.1730  0.1515
75 H 6.3193 -2.1615 0.9154  0.0276
76 H -8.6979 -4.5422 10.6692  0.0968
77 H 10.3142 0.1245 -0.7092  0.0894
78 H -0.0247 8.0508 -4.1297  0.1009
79 H 2.3610 -3.6864 0.1536  0.0805
80 H 2.3667 1.2613 -4.2248  0.0555
81 H 3.1611 2.4454 -2.0995  0.0889
82 H 3.9364 3.3276 -0.7525  0.1126
83 H -6.1199 0.7007 4.1504  0.0989
84 H 6.2238 -0.8501 -4.1784  0.1063
85 H 0.1250 -3.3571 -0.5587  0.0893
86 H 6.0809 2.5828 -1.2851  0.0352
87 H 1.8158 1.3795 -5.8935  0.0645
88 H 4.8344 7.1221 -4.8000  0.1007
89 H 4.0596 0.4987 1.3241  0.0286
90 H -5.7306 -2.5273 4.9574  0.0991
91 H -1.2230 -0.0368 -2.1065  0.1136
92 H -1.8990 1.4791 -1.5701  0.1169
93 H -10.1831 -3.9217 9.8743  0.1014
94 H -8.3434 -6.3401 7.5429  0.0590
95 H 1.6866 0.7939 1.3699  0.0902
96 H 2.9861 -2.3792 -0.8578  0.0374
97 H -1.4320 -3.5963 0.9848  0.0903
98 H 0.5655 -2.4317 -1.9795  0.1121
99 H 4.8664 -1.5912 -5.0130  0.1028
100 H -2.8276 -4.1123 1.9772  0.0530
101 H 5.3105 6.7137 -3.1286  0.0844
102 H -5.9828 0.0709 -2.0385  0.1022
103 H -6.3542 2.1642 3.1342  0.0983
104 H 2.4501 -3.8776 -1.6090  0.0850
105 H 10.7855 -0.7232 -2.2155  0.0928
106 H -5.2532 0.8511 2.5974  0.1000
107 H 4.3961 8.2202 -3.4658  0.0946
108 H 1.3792 8.6514 -5.0700  0.0959
109 H 7.8376 0.0010 -0.4972  -0.0132
110 H 11.9025 -0.6913 -0.8088  0.0926
111 H 3.3419 -1.0150 0.8568  0.0196
112 H 5.1414 -2.2487 -2.6189  0.0367
113 H -6.4373 -3.6177 3.7293  0.0674
114 H -5.5232 -2.1614 3.2146  0.0705
115 H 1.6348 7.7153 -3.5658  0.0691
116 H 3.8521 -0.3435 -6.3244  0.1055
117 H 7.6459 -2.6555 -0.3050  0.0167

2.
A cluster of 4 separate species, C24H58N5O10PS in total in a non-equilibrium geometry, computed with ωB97M-V/def2-TZVPD.

## Properties
Multiplicity ... 1
SMILES ... CN(C)C(=O)CN(S)C(=O)OP(C)O.COCCNCCOC.COCCNCCOC.COCCNCCOC
Kohn-Sham gap ... 8.8 eV
Energy ... -73872.766 eV

Last column: Löwdin charge in e.
CARTESIAN COORDINATES (ANGSTROEM)
1 S -1.6043 -0.1896 -1.8512  0.8960
2 P 1.2046 4.0603 -1.8074  0.9326
3 O 5.5532 -2.4311 -2.1564  -0.2135
4 O 0.9758 3.4784 -0.2695  -0.2946
5 O -7.4992 -0.2463 2.0875  -0.1926
6 O -4.6536 -1.1925 -1.3693  -0.2133
7 O 9.6459 -4.1651 -0.9962  -0.1925
8 O -1.6080 2.5790 -1.6275  0.0758
9 O 0.1958 3.1209 -2.8317  -0.2333
10 O -2.0586 1.8578 2.1347  -0.1884
11 O 0.9947 -1.7674 -2.3884  0.1357
12 O -3.6102 4.5030 5.5664  -0.1923
13 N 6.9739 -5.2678 -1.8209  -0.0511
14 N -7.7613 -1.3345 -0.7045  -0.0522
15 N 3.0237 -0.8733 -1.8280  -0.1515
16 N -0.3236 0.8148 -2.4835  -0.3325
17 N -2.2241 4.9486 2.9331  -0.0495
18 C 5.6303 -3.4813 -3.1025  -0.2186
19 C 1.5944 -0.7967 -2.0568  -0.4212
20 C 3.7650 -0.1562 -2.8682  -0.0727
21 C 5.7377 -4.8819 -2.5027  -0.1923
22 C 3.3872 -0.5080 -0.4569  -0.0732
23 C -2.4215 4.5963 6.3263  -0.1163
24 C -8.4205 -1.2454 1.6671  -0.2155
25 C -1.9714 4.2947 1.6447  -0.1873
26 C 2.8922 3.3456 -2.1770  -0.2393
27 C -0.6592 2.2252 -2.2469  -0.6410
28 C -2.5519 1.7374 3.4551  -0.1004
29 C -6.9726 -1.9747 -1.7581  -0.1959
30 C -7.8589 -2.0907 0.5386  -0.2161
31 C -7.8491 1.0738 1.7189  -0.1124
32 C 9.4172 -4.3621 0.3860  -0.1144
33 C 9.4360 -5.3195 -1.8011  -0.2152
34 C -2.5989 2.9307 1.3719  -0.2170
35 C -4.6760 -0.5383 -0.1109  -0.1006
36 C 6.7881 -2.0187 -1.6025  -0.0893
37 C 0.9682 0.5828 -1.8107  -0.1857
38 C 8.1780 -5.1992 -2.6410  -0.2151
39 C -3.8346 5.5946 4.6819  -0.2166
40 C -5.5090 -2.3138 -1.4799  -0.2249
41 C -3.6289 5.1981 3.2316  -0.2167
42 H -4.8807 5.8873 4.8079  0.1200
43 H -7.2088 1.7508 2.2834  0.0852
44 H -5.4484 0.2344 -0.0797  0.0752
45 H -7.3546 -0.4308 -0.5093  0.0643
46 H 2.5371 -0.2083 0.1626  0.0776
47 H 9.9212 -5.2617 0.7489  0.0877
48 H -4.8181 -1.2420 0.7133  0.0928
49 H 3.5968 4.1509 -2.3474  0.0367
50 H 4.1185 -0.8815 -3.5998  0.0773
51 H 10.2906 -5.3863 -2.4798  0.1210
52 H 6.4155 -3.2747 -3.8402  0.1139
53 H -8.8917 1.2931 1.9649  0.0872
54 H 4.1102 0.3130 -0.4180  0.0776
55 H -7.4893 -2.8906 -2.0629  0.1159
56 H -2.2790 4.9800 0.8488  0.1229
57 H -2.4520 0.6926 3.7529  0.0864
58 H -6.8847 -2.4683 0.8726  0.1021
59 H 8.3495 -4.4282 0.6202  0.0745
60 H -1.5313 4.3922 5.7221  0.0743
61 H -3.6064 2.0151 3.5242  0.0867
62 H 8.1568 -6.0182 -3.3661  0.1236
63 H 1.6732 1.3120 -2.2059  0.0650
64 H 9.4224 -6.2292 -1.1942  0.1214
65 H 3.2083 2.6989 -1.3509  0.0305
66 H 3.1646 0.5903 -3.4040  0.0726
67 H -3.2148 6.4553 4.9492  0.1203
68 H -7.6830 1.2602 0.6527  0.0753
69 H -9.3846 -0.8073 1.3930  0.1210
70 H 8.2487 -4.2556 -3.1961  0.1022
71 H -2.3224 5.5806 6.7920  0.0868
72 H 4.6530 0.3462 -2.4874  0.0842
73 H -8.5857 -1.8983 2.5286  0.1204
74 H 7.6053 -2.0804 -2.3254  0.0912
75 H 5.5433 -5.6123 -3.2943  0.1181
76 H -8.5180 -2.9491 0.3767  0.1227
77 H 7.0375 -2.5964 -0.7089  0.0741
78 H 6.6805 -0.9765 -1.2939  0.0822
79 H -1.9632 2.3349 4.1566  0.0706
80 H -5.3857 -2.9767 -0.6150  0.1119
81 H 9.8253 -3.4993 0.9107  0.0883
82 H 4.9309 -4.9846 -1.7735  0.1222
83 H -3.6933 2.9462 1.4568  0.1126
84 H -2.4762 3.8438 7.1119  0.0880
85 H -1.1837 -0.3733 -0.5699  -0.0828
86 H -1.8294 4.3742 3.6642  0.0638
87 H 1.6118 2.7772 -0.0820  0.0346
88 H 2.7969 2.7042 -3.0566  0.0277
89 H -6.9918 -1.3002 -2.6174  0.1198
90 H 7.0912 -4.6729 -1.0130  0.0645
91 H 0.8554 0.7087 -0.7271  0.1143
92 H -5.1419 -2.8731 -2.3442  0.1224
93 H 3.8529 -1.3563 0.0508  0.0825
94 H 4.6830 -3.4444 -3.6479  0.1227
95 H -3.9855 6.0094 2.5896  0.1231
96 H -4.2555 4.3166 3.0451  0.1008
97 H -2.3805 2.6794 0.3359  0.0843
98 H -3.7163 -0.0378 0.0230  0.0482
99 H -0.8903 4.1781 1.5585  0.1044

Looking at lowest unoccupied orbital energy for the records above, in order, we have 0.45 0.38 eV.